DFT (the ωB97M-V functional and the def2-TZVPD basis) results for C4H8O2 in the gas phase.

LUMO level = 1.1 eV
calculated total energy = -307.640825 Eh
highest occupied orbital energy = -10.29 eV
strongest force on any atom = 0.404 eV/Å
total charge = 0
HOMO-LUMO gap = 11.34 eV

Each line ends with the natural charge from an NBO analysis.
Positions of all 14 atoms, in Å:
C (-0.39, -1.54, -1.17)  -0.638
C (-0.91, -0.33, -0.44)  0.066
O (-1.01, -0.39, 0.98)  -0.499
C (-0.10, 0.55, 0.41)  0.022
C (1.36, 0.34, 0.71)  -0.091
O (1.74, 1.00, 1.90)  -0.708
H (0.50, -1.96, -0.68)  0.215
H (-0.13, -1.26, -2.19)  0.218
H (-1.16, -2.31, -1.21)  0.222
H (-1.78, 0.14, -0.91)  0.180
H (-0.41, 1.59, 0.51)  0.188
H (1.98, 0.77, -0.09)  0.186
H (1.58, -0.74, 0.76)  0.171
H (1.22, 0.61, 2.62)  0.468

DFT (the ωB97M-V functional and the def2-TZVPD basis) results for C4H8O2 in the gas phase.

LUMO level = 0.9 eV
calculated total energy = -307.666901 Eh
highest occupied orbital energy = -10.02 eV
strongest force on any atom = 0.361 eV/Å
total charge = 0
HOMO-LUMO gap = 10.94 eV

Each line ends with the natural charge from an NBO analysis.
Positions of all 14 atoms, in Å:
C (-1.18, 0.15, -0.81)  -0.649
C (0.26, 0.36, -0.39)  0.451
O (0.55, 1.74, -0.29)  -0.717
C (0.04, -1.13, 1.65)  -0.380
C (0.68, -0.20, 0.94)  -0.211
O (1.04, -0.25, -1.40)  -0.713
H (-1.86, 0.75, -0.20)  0.220
H (-1.46, -0.91, -0.74)  0.224
H (-1.28, 0.44, -1.86)  0.223
H (0.08, 2.20, -1.00)  0.473
H (0.46, -1.52, 2.57)  0.204
H (-0.92, -1.53, 1.33)  0.195
H (1.64, 0.19, 1.29)  0.207
H (1.95, -0.30, -1.08)  0.472

DFT (the ωB97M-V functional and the def2-TZVPD basis) results for C4H8O2 in the gas phase.

LUMO level = 0.8 eV
calculated total energy = -307.664821 Eh
highest occupied orbital energy = -10.04 eV
strongest force on any atom = 0.529 eV/Å
total charge = 0
HOMO-LUMO gap = 10.83 eV

Each line ends with the natural charge from an NBO analysis.
Positions of all 14 atoms, in Å:
O (-1.21, 1.79, 0.58)  -0.711
C (-0.15, 1.48, -0.31)  -0.065
C (0.77, 0.40, 0.25)  -0.432
C (0.10, -0.96, 0.57)  -0.529
C (-0.10, -1.75, -0.70)  0.435
O (0.43, -1.45, -1.74)  -0.524
H (-1.69, 0.96, 0.72)  0.455
H (0.41, 2.42, -0.44)  0.185
H (-0.53, 1.20, -1.30)  0.164
H (1.26, 0.79, 1.15)  0.211
H (1.55, 0.22, -0.50)  0.235
H (0.78, -1.53, 1.22)  0.248
H (-0.84, -0.96, 1.15)  0.213
H (-0.78, -2.63, -0.66)  0.114

DFT (the ωB97M-V functional and the def2-TZVPD basis) results for C4H8O2 in the gas phase.

LUMO level = 0.8 eV
calculated total energy = -307.493921 Eh
highest occupied orbital energy = -8.33 eV
strongest force on any atom = 4.052 eV/Å
total charge = 0
HOMO-LUMO gap = 9.11 eV

Each line ends with the natural charge from an NBO analysis.
Positions of all 14 atoms, in Å:
O (1.78, -0.26, 0.32)  -0.738
C (1.23, -0.03, -1.04)  -0.215
C (-0.11, 0.35, 0.26)  0.381
O (0.06, 1.20, 1.35)  -0.690
C (-1.10, -0.75, 0.37)  -0.483
C (-1.38, 0.55, -0.41)  -0.449
H (1.47, -1.15, 0.51)  0.459
H (1.73, -0.83, -1.67)  0.193
H (1.67, 0.90, -1.43)  0.174
H (0.60, 0.80, 2.06)  0.484
H (-1.64, -0.89, 1.31)  0.225
H (-0.94, -1.65, -0.21)  0.218
H (-1.32, 0.49, -1.48)  0.221
H (-2.04, 1.27, 0.04)  0.220

DFT (the ωB97M-V functional and the def2-TZVPD basis) results for 2 unconnected molecules or ions with the total composition C4H8O2.

LUMO level = 0.8 eV
calculated total energy = -307.628229 Eh
highest occupied orbital energy = -9.51 eV
strongest force on any atom = 0.569 eV/Å
total charge = 0
HOMO-LUMO gap = 10.28 eV

Each line ends with the natural charge from an NBO analysis.
Positions of all 14 atoms, in Å:
C (1.05, -0.52, -1.78)  -0.736
C (-0.17, 0.28, -1.42)  0.420
O (-1.22, -0.22, -1.11)  -0.509
C (-1.45, -0.11, 1.71)  -0.429
C (-0.17, 0.10, 1.97)  0.095
O (0.46, 1.26, 1.57)  -0.714
H (0.94, -0.85, -2.82)  0.250
H (1.11, -1.42, -1.15)  0.242
H (1.98, 0.06, -1.71)  0.217
H (1.00, 1.06, 0.79)  0.468
H (-0.08, 1.39, -1.49)  0.111
H (-1.95, -1.02, 2.02)  0.207
H (-2.02, 0.61, 1.13)  0.216
H (0.44, -0.60, 2.54)  0.162

DFT (the ωB97M-V functional and the def2-TZVPD basis) results for a molecular structure, C4H8O2.

LUMO level = 0.9 eV
calculated total energy = -307.527574 Eh
highest occupied orbital energy = -9.24 eV
strongest force on any atom = 0.450 eV/Å
total charge = 0
HOMO-LUMO gap = 10.16 eV

Each line ends with the natural charge from an NBO analysis.
Positions of all 14 atoms, in Å:
C (-1.49, 0.43, 0.91)  -0.638
C (-0.19, 1.04, 0.45)  0.018
O (0.93, 0.57, 1.23)  -0.582
C (0.73, 0.40, -0.51)  -0.082
C (0.47, -1.01, -0.93)  -0.166
O (1.62, -1.67, -1.41)  -0.710
H (-1.38, -0.64, 1.10)  0.220
H (-2.27, 0.59, 0.15)  0.220
H (-1.82, 0.91, 1.83)  0.226
H (-0.24, 2.14, 0.40)  0.183
H (1.68, 0.76, 0.42)  0.457
H (-0.30, -0.91, -1.72)  0.185
H (0.05, -1.65, -0.14)  0.199
H (2.19, -0.98, -1.78)  0.471

DFT (the ωB97M-V functional and the def2-TZVPD basis) results for C4H8O2 in the gas phase.

LUMO level = 0.7 eV
calculated total energy = -307.581189 Eh
highest occupied orbital energy = -8.79 eV
strongest force on any atom = 0.443 eV/Å
total charge = 0
HOMO-LUMO gap = 9.44 eV

Each line ends with the natural charge from an NBO analysis.
Positions of all 14 atoms, in Å:
O (-0.50, -1.57, 0.91)  -0.697
C (-1.61, -0.96, 0.49)  0.272
C (-1.29, 0.36, -0.13)  -0.600
C (0.09, 0.97, -0.47)  -0.445
C (1.34, 0.09, -0.52)  -0.064
O (1.87, -0.21, 0.75)  -0.728
H (-0.77, -2.42, 1.29)  0.509
H (1.16, -0.82, -1.11)  0.156
H (-1.94, 0.36, -1.02)  0.249
H (-1.85, 1.05, 0.53)  0.261
H (-0.02, 1.46, -1.45)  0.213
H (0.32, 1.77, 0.24)  0.215
H (2.13, 0.66, -1.04)  0.182
H (1.22, -0.78, 1.17)  0.475

DFT (the ωB97M-V functional and the def2-TZVPD basis) results for C4H8O2 in the gas phase.

LUMO level = 0.9 eV
calculated total energy = -307.541122 Eh
highest occupied orbital energy = -8.36 eV
strongest force on any atom = 0.413 eV/Å
total charge = 0
HOMO-LUMO gap = 9.22 eV

Each line ends with the natural charge from an NBO analysis.
Positions of all 14 atoms, in Å:
C (-0.50, 1.84, 0.89)  -0.252
O (-0.74, 0.58, 0.30)  -0.538
C (0.32, 0.18, -0.54)  -0.111
C (0.59, -2.38, 0.89)  0.119
O (0.50, -2.32, -0.40)  -0.471
C (-0.01, -1.17, -1.14)  -0.111
H (0.32, 1.78, 1.62)  0.170
H (-0.24, 2.59, 0.13)  0.166
H (-1.41, 2.14, 1.39)  0.200
H (0.45, 0.91, -1.35)  0.183
H (0.22, -1.40, 1.29)  0.049
H (1.27, 0.12, 0.02)  0.183
H (-1.10, -1.29, -1.21)  0.212
H (0.42, -1.28, -2.13)  0.202

DFT (the ωB97M-V functional and the def2-TZVPD basis) results for C4H8O2 in the gas phase.

LUMO level = 1.0 eV
calculated total energy = -307.676727 Eh
highest occupied orbital energy = -10.28 eV
strongest force on any atom = 0.840 eV/Å
total charge = 0
HOMO-LUMO gap = 11.27 eV

Each line ends with the natural charge from an NBO analysis.
Positions of all 14 atoms, in Å:
O (0.80, 1.13, -0.09)  -0.545
C (1.34, -0.20, -0.14)  -0.077
C (0.14, -1.15, -0.07)  -0.440
C (-0.85, -0.31, 0.73)  -0.445
C (-0.60, 1.07, 0.13)  0.365
O (-1.17, 1.21, -1.14)  -0.733
H (-0.34, 1.36, -1.63)  0.482
H (2.00, -0.31, 0.72)  0.174
H (1.94, -0.33, -1.05)  0.186
H (0.39, -2.10, 0.40)  0.221
H (-0.27, -1.34, -1.07)  0.216
H (-1.89, -0.64, 0.64)  0.230
H (-0.59, -0.29, 1.79)  0.207
H (-0.89, 1.90, 0.78)  0.159

DFT (the ωB97M-V functional and the def2-TZVPD basis) results for a molecular structure, C4H8O2.

LUMO level = 1.0 eV
calculated total energy = -307.629936 Eh
highest occupied orbital energy = -9.98 eV
strongest force on any atom = 1.765 eV/Å
total charge = 0
HOMO-LUMO gap = 10.98 eV

Each line ends with the natural charge from an NBO analysis.
Positions of all 14 atoms, in Å:
C (-1.60, -0.45, -0.59)  -0.630
C (-0.48, -0.26, 0.38)  0.071
O (0.56, -1.26, 0.28)  -0.535
C (1.47, -0.25, 0.75)  -0.109
C (0.53, 0.85, 0.21)  0.060
O (0.79, 1.24, -1.13)  -0.708
H (-1.22, -0.55, -1.61)  0.209
H (-2.18, -1.34, -0.34)  0.223
H (-2.25, 0.43, -0.55)  0.223
H (-0.84, -0.22, 1.42)  0.170
H (2.35, -0.02, 0.19)  0.195
H (1.54, -0.30, 1.85)  0.179
H (0.46, 1.78, 0.77)  0.182
H (0.79, 0.45, -1.69)  0.469

DFT (the ωB97M-V functional and the def2-TZVPD basis) results for C4H8O2 in the gas phase.

LUMO level = 0.9 eV
calculated total energy = -307.639141 Eh
highest occupied orbital energy = -9.92 eV
strongest force on any atom = 2.620 eV/Å
total charge = 0
HOMO-LUMO gap = 10.86 eV

Each line ends with the natural charge from an NBO analysis.
Positions of all 14 atoms, in Å:
O (-0.39, -0.65, -1.87)  -0.748
C (-0.46, -0.76, -0.37)  0.044
C (0.97, -0.60, 0.20)  -0.471
C (1.03, 0.87, 0.71)  -0.072
O (-0.18, 1.47, 0.27)  -0.517
C (-1.15, 0.44, 0.29)  -0.103
H (-1.28, -0.45, -2.19)  0.462
H (-0.92, -1.73, -0.54)  0.221
H (1.61, -0.74, -0.67)  0.238
H (1.30, -1.29, 0.99)  0.222
H (1.86, 1.45, 0.30)  0.196
H (1.10, 0.94, 1.81)  0.161
H (-1.48, 0.28, 1.34)  0.175
H (-2.02, 0.78, -0.28)  0.192

DFT (the ωB97M-V functional and the def2-TZVPD basis) results for C4H8O2 in the gas phase.

LUMO level = 0.9 eV
calculated total energy = -307.487951 Eh
highest occupied orbital energy = -8.19 eV
strongest force on any atom = 0.630 eV/Å
total charge = 0
HOMO-LUMO gap = 9.10 eV

Each line ends with the natural charge from an NBO analysis.
Positions of all 14 atoms, in Å:
C (-0.14, -0.55, 1.64)  -0.719
C (-0.77, 0.02, 0.38)  0.138
C (0.49, 0.90, -0.67)  -0.083
O (-0.26, 1.85, -1.33)  -0.708
C (-0.01, -0.82, -1.00)  -0.043
O (-1.23, -1.07, -0.42)  -0.521
H (-0.99, -0.84, 2.27)  0.245
H (0.43, 0.21, 2.19)  0.215
H (0.49, -1.45, 1.51)  0.196
H (1.36, 0.71, -1.32)  0.192
H (0.96, 1.22, 0.28)  0.198
H (-1.06, 1.94, -0.78)  0.491
H (0.81, -1.45, -0.66)  0.183
H (-0.08, -0.68, -2.08)  0.217